Entry 1:
ORCA calculation (ωB97M-V with the def2-TZVPD basis set) on a gas-phase ion, C7H5ClNO5S (charge -1) at a distorted geometry.

```
20
Properties=species:S:1:pos:R:3
C -1.8656 -0.0145 2.1940
C -0.9494 1.0092 2.1839
C -1.6472 -1.1140 1.2606
C 0.1117 1.0883 1.2759
C -0.6398 -0.8933 0.2578
C 0.1369 0.1848 0.2373
C 1.1664 0.3481 -0.8113
N 2.1744 -0.6292 -0.8156
O 3.0651 -0.4754 -1.6918
O 0.9478 0.7634 -3.5033
O 2.0811 -1.5236 -0.0221
O -1.1106 0.5153 -2.2594
O 0.3438 -1.4287 -2.4919
S 0.2526 0.0314 -2.5262
Cl 1.8497 2.0307 -0.7969
H -2.6358 -0.2688 2.9170
H -1.0822 1.8672 2.7431
H -2.3952 -1.8165 1.0965
H 0.7837 1.9453 1.3582
H -0.5873 -1.6196 -0.6056
```

Results
frontier orbital gap (spin up / spin down)	6.7 / 5.1	eV
total charge	-1
E_tot	-42419.51743	eV
lowest unoccupied orbital energy (spin up / spin down)	3.217 / -0.787	eV
spin multiplicity	3

Results of the Löwdin charge analysis, in e, for atoms 1 through 4: -0.0748, -0.1018, -0.0118, -0.0572

---

Entry 2:
ORCA calculation (ωB97M-V with the def2-TZVPD basis set) on a molecular structure, C16H23Cl4Cu2N2O at a distorted geometry.

```
48
Properties=species:S:1:pos:R:3
C 17.9442 -22.6476 -8.4439
N 18.4735 -23.8127 -7.6477
C 19.1248 -23.5219 -6.5138
C 19.7220 -24.5370 -5.7173
C 19.5530 -25.8773 -6.0525
C 18.9074 -26.1441 -7.3062
C 18.3574 -25.0768 -8.1154
C 20.2535 -26.9501 -5.2495
C 20.0992 -27.0249 -3.8758
C 20.6509 -28.0969 -3.1521
N 21.2480 -29.1229 -3.8249
C 21.4221 -29.0699 -5.1979
C 20.8984 -28.0043 -5.8995
C 21.7392 -30.3258 -3.1916
H 17.4355 -22.9554 -9.3575
H 18.8066 -22.0773 -8.7891
H 17.3634 -22.0086 -7.7788
H 19.2442 -22.4765 -6.2701
H 20.1104 -24.2057 -4.7656
H 18.8152 -27.1226 -7.7538
H 17.7260 -25.1918 -8.9840
H 19.5101 -26.2080 -3.4857
H 20.5780 -28.3181 -2.0975
H 21.9785 -29.8541 -5.6897
H 21.0020 -27.9857 -6.9744
H 21.9168 -31.0909 -3.9474
H 20.9545 -30.7204 -2.5462
H 22.6599 -30.0484 -2.6783
Cu 19.2376 -30.8859 -8.3600
Cu 19.3502 -28.4368 -10.1099
O 17.7437 -29.1582 -8.7221
H 17.0663 -28.4607 -8.6264
Cl 14.3049 -29.4355 -5.3871
C 16.0714 -29.1375 -5.6846
C 16.8471 -28.9946 -4.3213
Cl 16.3746 -27.3552 -3.6886
H 16.2875 -28.3066 -6.3561
H 16.4684 -30.0671 -6.0926
H 17.9072 -28.8652 -4.5392
H 16.5690 -29.7822 -3.6210
Cl 13.5971 -28.7620 -10.7454
C 15.1107 -29.5562 -10.3096
C 14.8309 -30.7946 -9.5110
Cl 14.6851 -32.2051 -10.6522
H 15.4993 -28.7255 -9.7205
H 15.7882 -29.5907 -11.1627
H 13.9572 -30.6121 -8.8854
H 15.6609 -31.0389 -8.8480
```

Results
frontier orbital gap	4.8	eV
total charge	+3
E_tot	-161330.75418	eV
energy above the lowest of the compared OMol25 structures with the same formula, charge and spin	1.4858	eV
lowest unoccupied orbital energy	-11.504	eV

Results of the Löwdin charge analysis, in e, for atoms 1 through 4: 0.0651, -0.0773, 0.0492, 0.0766

---

Entry 3:
ORCA calculation (ωB97M-V with the def2-TZVPD basis set) on a single C6H12O molecule.

```
19
Properties=species:S:1:pos:R:3
C -0.2086 0.7995 -1.8868
C 0.1490 0.5616 -0.4059
O 0.8943 1.6579 0.1314
C -1.0531 0.4043 0.5499
C -0.4619 -0.4005 1.7106
C 0.2538 -1.5191 0.9529
C 0.9323 -0.7697 -0.2090
H 0.2645 1.7194 -2.2486
H -1.2841 0.9196 -2.0197
H 0.1319 -0.0109 -2.5524
H 1.3280 2.1232 -0.5923
H -1.4588 1.3770 0.8419
H -1.8482 -0.1777 0.0631
H 0.2839 0.2208 2.2210
H -1.1854 -0.7459 2.4583
H -0.4927 -2.2215 0.5568
H 0.9585 -2.0948 1.5596
H 0.8940 -1.3434 -1.1354
H 1.9761 -0.5310 0.0194
```

Results
frontier orbital gap	10.8	eV
total charge	0
E_tot	-8464.05785	eV
energy above the lowest of the compared OMol25 structures with the same formula, charge and spin	0.2961	eV
lowest unoccupied orbital energy	0.952	eV
SMILES string	CC1(O)CCCC1

Results of the Löwdin charge analysis, in e, for atoms 1 through 4: -0.0083, -0.5411, -0.0288, -0.1360

---

Entry 4:
ORCA calculation (ωB97M-V with the def2-TZVPD basis set) on a single C19H18N2O4S2 molecule.

```
45
Properties=species:S:1:pos:R:3
C 0.2602 3.6871 0.1595
O -0.3931 2.8901 1.1224
C -1.5105 2.2085 0.7415
C -2.1025 2.2889 -0.5127
C -3.1844 1.4819 -0.8205
C -3.6994 0.5945 0.1143
N -4.6805 -0.3476 -0.2219
S -4.2658 -1.9751 0.0247
O -4.8580 -2.6832 -1.0713
O -4.6169 -2.3603 1.3560
C -2.4805 -1.8970 -0.0960
C -1.7235 -2.1099 1.0400
C -0.3971 -1.7288 1.0541
C 0.1561 -1.0903 -0.0568
N 1.4506 -0.5857 0.0552
C 2.0089 0.4264 -0.6641
O 1.4854 0.9858 -1.5982
C 3.3980 0.8137 -0.1474
C 4.3106 -0.3610 -0.0789
C 5.0931 -0.8749 -1.0647
C 5.8047 -2.0301 -0.6656
C 5.5518 -2.3864 0.6165
S 4.4424 -1.3126 1.3732
C -0.5928 -0.9571 -1.2251
C -1.9138 -1.3614 -1.2375
C -3.1570 0.5733 1.3975
C -2.0750 1.3680 1.7038
H 0.5786 3.0913 -0.7013
H 1.1347 4.0966 0.6632
H -0.3763 4.5107 -0.1781
H -1.7142 2.9487 -1.2710
H -3.6191 1.5316 -1.8086
H -5.0630 -0.2320 -1.1495
H -2.1979 -2.5425 1.9059
H 0.2012 -1.8750 1.9415
H 1.9633 -0.8985 0.8711
H 3.8018 1.5640 -0.8294
H 3.2767 1.2651 0.8401
H 5.1637 -0.4408 -2.0457
H 6.4761 -2.5682 -1.3100
H 5.9459 -3.2100 1.1773
H -0.1522 -0.4984 -2.0939
H -2.5166 -1.2474 -2.1246
H -3.5820 -0.0951 2.1287
H -1.6316 1.3431 2.6865
```

Results
frontier orbital gap	8.4	eV
total charge	0
E_tot	-52835.42447	eV
energy above the lowest of the compared OMol25 structures with the same formula, charge and spin	1.4075	eV
lowest unoccupied orbital energy	0.339	eV
SMILES string	COc1ccc(NS(=O)(=O)c2ccc(NC(=O)Cc3cccs3)cc2)cc1

Results of the Löwdin charge analysis, in e, for atoms 1 through 4: -0.0851, -0.0876, -0.2775, -0.0129

---

Entry 5:
ORCA calculation (ωB97M-V with the def2-TZVPD basis set) on 2 unconnected molecules or ions with the total composition C5H8O2.

```
15
Properties=species:S:1:pos:R:3
O -1.7052 0.9853 -1.2433
C -0.7541 0.3239 -0.9078
C -0.4810 -1.1919 -0.9164
C 0.9913 -0.8383 -0.6755
C 1.1087 -0.1663 0.6347
C 0.6582 0.6616 -0.5594
H -0.9626 -1.7906 -0.1362
H -0.7025 -1.6167 -1.8983
H 1.8338 -1.2510 -1.2162
H 2.1111 0.0757 0.9764
H 0.4031 -0.3891 1.4323
H 1.2049 1.5431 -0.8793
O -1.3312 0.9801 2.1006
H -0.6163 1.6276 2.0530
H -1.7579 1.0468 1.2355
```

Results
frontier orbital gap	10.7	eV
total charge	0
E_tot	-9407.98333	eV
energy above the lowest of the compared OMol25 structures with the same formula, charge and spin	1.8488	eV
lowest unoccupied orbital energy	0.879	eV
SMILES string	O=C1C[C@@H]2C[C@H]12.O

Results of the Löwdin charge analysis, in e, for atoms 1 through 4: 0.0918, -0.3977, -0.0400, -0.1974

---

Entry 6:
ORCA calculation (ωB97M-V with the def2-TZVPD basis set) on a molecular structure, C29H60F3N5O10P at a distorted geometry.

```
108
Properties=species:S:1:pos:R:3
C -0.5205 5.4582 -0.8374
C -1.2617 4.1106 -0.7896
C -2.2782 3.8992 -1.9127
C -3.1443 2.6606 -1.6168
C -2.7744 1.4605 -2.5086
C -2.8740 0.0959 -1.8196
C -4.0647 -0.0422 -0.8887
C -4.2944 -1.4906 -0.4415
C -4.5548 -1.6010 1.0579
C -4.2769 -2.9967 1.6293
C -3.2966 -2.9052 2.7968
C -1.8467 -2.7450 2.2850
C -0.9047 -3.5535 3.1301
N 0.5371 -3.5115 2.6952
C 0.7971 -3.1061 1.4074
N 0.9422 -4.0150 0.3632
C 0.2864 -5.3285 0.5592
C -1.1732 -5.3954 0.0792
O -2.0980 -5.6016 1.1202
C -1.3131 -6.5817 -0.8887
F -2.6162 -6.8617 -1.1321
F -0.6921 -6.3134 -2.0593
F -0.7481 -7.7034 -0.3473
C 2.4218 -4.2801 0.1358
P 2.7710 -4.4272 -1.6697
O 3.7263 -3.4132 -2.1011
O 3.2672 -5.9056 -1.8969
O 1.4120 -4.3421 -2.4817
N 0.9722 -1.8398 1.1226
C 0.9530 -0.7763 2.1336
C 2.3495 -0.5708 2.7373
O 2.4403 0.8051 3.0228
C 3.6587 1.3158 3.4241
C 4.6158 0.4515 4.1945
O 3.8835 2.4872 3.1544
C 1.2049 -1.3835 -0.2310
O 2.5859 -1.3197 -0.4120
O 2.7534 -0.4777 -1.5551
H 0.5347 5.3104 -1.0386
H -0.5880 5.9315 0.1328
H -0.9402 6.1109 -1.5914
H -1.8313 4.0900 0.1313
H -0.5598 3.2823 -0.7816
H -1.8158 3.8224 -2.8893
H -2.9123 4.7815 -1.9338
H -4.1713 2.9340 -1.8309
H -3.0333 2.4324 -0.5661
H -3.4151 1.4901 -3.3823
H -1.7646 1.6318 -2.8664
H -2.9183 -0.6629 -2.5970
H -1.9356 -0.0388 -1.2837
H -3.8591 0.5348 0.0047
H -4.9450 0.3873 -1.3506
H -5.1809 -1.8449 -0.9582
H -3.4829 -2.1383 -0.7667
H -3.9649 -0.8460 1.5708
H -5.5972 -1.3553 1.2121
H -3.8396 -3.6426 0.8770
H -5.1993 -3.4179 2.0038
H -3.4059 -3.7137 3.5101
H -3.5431 -1.9882 3.3211
H -1.8616 -3.0464 1.2423
H -1.6278 -1.6851 2.3233
H -1.2177 -4.5773 3.2378
H -0.9345 -3.1405 4.1321
H 1.1292 -3.0487 3.3646
H 0.8244 -6.0073 -0.0863
H 0.3956 -5.7222 1.5666
H -1.4313 -4.5003 -0.4721
H -1.6909 -6.1893 1.7583
H 2.7251 -5.1730 0.6664
H 2.9652 -3.4076 0.4585
H 2.7986 -6.3371 -2.6192
H 1.3324 -3.4700 -2.8791
H 0.2871 -1.0419 2.9358
H 0.6332 0.1489 1.6795
H 3.1306 -0.9434 2.0833
H 2.4106 -1.1402 3.6673
H 4.1923 0.0427 5.1029
H 5.4660 1.0699 4.4241
H 4.9736 -0.3667 3.5772
H 0.7999 -0.3812 -0.3242
H 0.6937 -2.0095 -0.9539
H 3.6792 -0.2275 -1.4741
C 1.0951 5.1361 -4.2307
O -0.0072 4.6753 -4.4364
N 2.2280 4.4159 -4.1290
C 3.5133 5.0316 -3.8664
C 2.1479 2.9747 -4.2893
H 1.2589 6.2193 -4.0982
H 4.2064 4.8216 -4.6833
H 3.9345 4.6421 -2.9369
H 3.3975 6.1088 -3.7738
H 1.7488 2.7286 -5.2736
H 1.4795 2.5520 -3.5371
H 3.1387 2.5411 -4.1808
C -0.3414 5.0586 1.1866
O -0.9364 3.9975 1.1448
N 0.9937 5.1746 1.2921
C 1.6644 6.4594 1.3351
C 1.7767 3.9535 1.3641
H -0.8626 6.0292 1.1378
H 2.3606 6.5489 0.4989
H 2.2199 6.5625 2.2688
H 0.9342 7.2627 1.2707
H 1.5973 3.3571 0.4662
H 1.4699 3.3699 2.2293
H 2.8327 4.1859 1.4441
```

Results
frontier orbital gap	5.4	eV
total charge	+1
E_tot	-76399.83029	eV
lowest unoccupied orbital energy	-3.928	eV

Results of the Löwdin charge analysis, in e, for atoms 1 through 4: -0.0520, -0.2538, -0.1954, -0.1929

---

Q: Look up the total charge of the fourth one.
A: 0